Entry 1:
12
Properties=species:S:1:pos:R:3:forces:R:3:lowdin_charge:R:1 method="wB97M-V/def2-TZVPD" e_above_lowest_kcal_mol=36.0 lumo_ha=-0.0167 fmax_ha_per_bohr=0.065 gap_ha=0.2537
C 1.46556 -0.06074 -0.02183 -0.7 -1.1 -1.8 -0.627
C 0.07904 -0.27185 -0.25878 -0.8 0.7 1.5 -0.883
C 2.32094 1.12780 0.00750 0.3 -0.9 1.7 -0.091
C -2.63722 -0.85507 0.12404 2.3 0.1 -2.4 -0.388
P 1.17826 -1.71785 -0.23989 0.1 0.9 0.3 0.982
P -1.39038 0.59392 -0.00906 0.7 -1.4 -0.2 0.792
H 2.52537 1.39312 1.04464 -0.1 0.2 0.1 0.097
H 1.86983 1.90932 -0.48786 -1.6 1.9 -0.7 0.052
H 3.24445 1.08038 -0.49012 1.5 -0.9 -0.5 0.062
H -3.04082 -0.85460 1.08753 0.1 -0.8 1.9 -0.023
H -3.50006 -0.56041 -0.42530 -0.6 -0.1 -1.1 -0.020
H -2.11498 -1.78400 -0.33086 -1.3 1.3 1.2 0.047

=====

Entry 2:
102
Properties=species:S:1:pos:R:3:forces:R:3:lowdin_charge:R:1 method="wB97M-V/def2-TZVPD" smiles="O=[N+]([O-])c1ccccc1.O=[N+]([O-])c1ccccc1.O=[N+]([O-])c1ccccc1.O=[N+]([O-])c1ccccc1.O=[N+]([O-])c1ccccc1.ClCCCl.ClCCCl.ClCCCl.ClCCCl" e_above_lowest_kcal_mol=102.8 lumo_ha=-0.0331 fmax_ha_per_bohr=0.085 gap_ha=0.3325
Cl -0.12038 -5.98097 -3.48209 -0.4 -0.1 0.4 0.557
C -0.21106 -5.70694 -5.21517 -0.8 1.0 -1.8 -0.651
C -1.61611 -5.10851 -5.65906 0.4 -0.5 2.3 -0.685
Cl -2.06949 -4.93486 -7.35594 0.6 -0.2 0.0 0.546
H -0.00659 -6.64503 -5.73118 0.1 0.2 0.1 0.065
H 0.53900 -4.94145 -5.41397 0.1 -0.4 -0.3 0.059
H -1.69547 -4.13823 -5.16880 0.0 0.1 -0.3 0.058
H -2.36900 -5.71825 -5.15955 -0.1 -0.1 -0.3 0.052
Cl 2.10480 1.29834 -2.28283 -0.3 -0.9 1.7 0.441
C 1.75352 0.34013 -0.69963 0.4 0.0 -0.2 -0.581
C 0.30369 -0.08218 -0.60118 -0.5 0.3 0.3 -0.677
Cl -0.00058 -1.16558 -1.94474 -0.6 -0.6 -0.9 0.546
H 2.15648 0.88643 0.15318 -0.4 0.5 -0.2 0.071
H 2.32995 -0.58491 -0.71105 0.2 0.2 -0.5 0.058
H -0.44652 0.70832 -0.58124 0.3 0.3 -0.5 0.074
H 0.01030 -0.70001 0.24753 0.9 0.2 0.4 0.066
Cl -0.29492 6.11502 -2.78487 0.3 -0.8 0.5 0.546
C -1.26423 5.34549 -4.06129 -0.6 0.5 -0.7 -0.644
C -1.42395 6.45032 -5.07767 0.0 1.0 -0.5 -0.666
Cl -2.41548 7.83753 -4.42843 0.3 -0.6 -0.5 0.489
H -2.19890 4.98062 -3.63542 0.1 0.2 0.0 0.072
H -0.79239 4.51576 -4.58760 0.5 0.0 0.5 0.081
H -1.78262 6.22530 -6.08207 -0.6 -0.5 0.4 0.070
H -0.42777 6.83873 -5.28947 0.0 0.2 0.3 0.052
Cl 7.10248 6.18781 -1.64595 -0.8 0.4 0.2 0.541
C 6.12151 5.44044 -2.92686 1.2 -2.8 -0.2 -0.692
C 6.31615 6.05960 -4.26412 -0.3 1.7 0.9 -0.680
Cl 8.02073 6.31593 -4.69334 0.0 -0.5 -0.4 0.537
H 5.06821 5.20565 -2.77349 -0.1 1.0 0.7 0.089
H 6.54891 4.43809 -2.95335 0.1 -0.2 -0.1 0.058
H 5.95528 7.06666 -4.05508 -0.3 0.2 -1.0 0.061
H 5.73004 5.52660 -5.01277 0.3 0.2 -0.1 0.086
C 9.03318 -4.77874 -0.72270 -0.1 0.0 -0.7 -0.064
C 7.80785 -4.32490 -1.24976 0.3 0.5 -0.1 -0.076
C 7.58605 -2.98410 -1.48645 1.6 1.4 1.2 -0.008
C 8.61597 -2.02219 -1.13147 -1.3 -1.9 -1.1 -0.090
C 9.86095 -2.49002 -0.64296 -2.1 0.9 -1.0 -0.001
C 10.05374 -3.87509 -0.50833 0.1 1.7 0.6 -0.079
N 8.30934 -0.58282 -1.46654 -0.1 0.9 0.5 -0.343
O 9.10284 0.24979 -1.05604 0.1 -0.6 -0.1 0.066
O 7.28742 -0.26221 -2.07857 1.0 -1.3 0.6 0.057
H 9.24358 -5.82579 -0.56192 -0.2 -0.1 0.0 0.104
H 6.95101 -4.90000 -1.56834 0.3 -0.9 0.4 0.105
H 6.59027 -2.70463 -1.79748 0.2 0.5 -0.3 0.110
H 10.60528 -1.74587 -0.40085 0.2 -0.2 0.0 0.113
H 11.04939 -4.06808 -0.13706 -0.1 -0.9 0.0 0.106
C -8.68672 -1.00528 -3.85092 -1.6 0.6 -0.1 -0.084
C -7.46328 -1.36508 -3.40912 0.9 -1.6 0.2 -0.087
C -6.69712 -0.59355 -2.56558 0.7 -0.1 0.3 -0.012
C -7.17835 0.61625 -2.14730 -1.9 -0.4 -0.6 -0.141
C -8.51809 0.96179 -2.51246 0.9 0.1 1.1 0.014
C -9.27152 0.16364 -3.37741 0.9 0.6 0.8 -0.055
N -6.35142 1.37589 -1.21561 0.3 4.4 0.2 -0.325
O -5.38911 0.86960 -0.69912 -0.1 -1.1 0.1 0.078
O -6.55242 2.62862 -1.07856 -0.6 -3.0 -0.6 0.039
H -9.28389 -1.69570 -4.42808 0.1 0.0 -0.2 0.113
H -7.18608 -2.39391 -3.58536 0.5 0.0 -0.3 0.113
H -5.76859 -0.95910 -2.15255 0.1 0.0 -0.2 0.122
H -8.95715 1.73058 -1.89390 -0.2 0.5 -0.5 0.114
H -10.31164 0.38874 -3.56150 0.0 0.1 -0.1 0.108
C -5.93149 -3.33210 1.24394 1.1 1.3 1.2 -0.082
C -4.71247 -3.93744 0.92126 -1.2 1.4 0.6 -0.056
C -4.72257 -4.99511 0.06615 1.5 -0.5 -0.1 -0.029
C -5.91254 -5.48502 -0.41226 -0.4 0.1 0.4 -0.124
C -7.11299 -4.81251 -0.09132 0.3 -1.7 -1.6 0.004
C -7.10998 -3.66711 0.67818 -0.8 -1.4 -1.1 -0.081
N -5.86983 -6.68275 -1.30072 0.3 -1.5 -2.0 -0.318
O -4.84174 -7.36926 -1.49485 -1.1 2.0 1.5 0.050
O -6.87821 -6.93351 -1.95009 -0.1 0.6 0.9 0.059
H -6.02062 -2.55684 1.99054 0.7 0.4 -0.1 0.111
H -3.80704 -3.45610 1.26023 0.1 -0.4 0.2 0.113
H -3.74598 -5.39348 -0.16618 -0.2 -0.5 -0.4 0.124
H -8.00823 -5.24838 -0.50960 -0.2 0.2 -0.1 0.115
H -8.01680 -3.08680 0.76365 0.0 -0.1 0.5 0.116
C -0.98618 -3.63461 8.22051 2.5 -2.1 -1.8 -0.068
C -0.06892 -3.94870 7.18912 -0.1 -0.4 0.4 -0.076
C 0.30564 -3.07344 6.19720 -0.8 1.5 0.1 -0.010
C -0.25135 -1.77497 6.26502 -0.3 -0.7 1.2 -0.101
C -1.07715 -1.41002 7.38023 1.5 0.3 -2.2 0.009
C -1.38755 -2.35297 8.32690 -1.6 0.7 1.0 -0.101
N 0.03971 -0.77986 5.18599 -1.3 -0.1 1.9 -0.363
O 0.92607 -1.01763 4.41125 0.3 0.1 -0.5 0.087
O -0.68203 0.20776 5.22674 0.7 -0.1 -0.7 0.064
H -1.19543 -4.51631 8.80808 -0.5 0.6 0.7 0.111
H 0.40528 -4.91874 7.16547 -0.3 -0.3 0.0 0.104
H 0.95039 -3.39431 5.39238 0.1 0.2 0.0 0.116
H -1.42051 -0.38949 7.46402 -0.1 -0.1 -0.1 0.115
H -2.05610 -2.10514 9.13810 0.0 0.3 0.1 0.113
C 2.76300 5.59070 3.18029 -1.6 -1.1 -1.4 -0.092
C 1.51877 5.33713 3.76654 1.3 -0.3 1.5 -0.047
C 1.27751 5.78386 5.09348 0.8 -0.1 -2.4 0.017
C 2.28178 6.59669 5.64744 -1.3 -1.4 -0.4 -0.123
C 3.41374 6.93780 4.90860 1.2 1.2 2.8 -0.024
C 3.69790 6.42961 3.70078 -0.5 -1.1 -1.5 -0.091
N 2.04047 7.04973 7.03586 -1.8 2.1 -1.7 -0.361
O 0.87112 7.05851 7.39723 0.2 -1.1 0.3 0.062
O 2.88986 7.68941 7.57510 1.8 0.0 1.0 0.093
H 3.03032 5.12018 2.24565 -0.3 -0.2 -0.2 0.105
H 0.87832 4.55950 3.37727 -0.2 0.3 -0.3 0.102
H 0.32302 5.41880 5.44288 0.3 0.5 1.1 0.117
H 4.21629 7.51602 5.34215 -0.3 0.3 0.6 0.123
H 4.57950 6.49327 3.08019 0.4 0.8 0.7 0.120

=====

Entry 3:
13
Properties=species:S:1:pos:R:3:forces:R:3:lowdin_charge:R:1 method="wB97M-V/def2-TZVPD" smiles="C1=C[C@@H]2CB2C1" e_above_lowest_kcal_mol=45.0 lumo_ha=0.0129 fmax_ha_per_bohr=0.070 gap_ha=0.3233
B 0.55325 -0.91931 0.28064 -1.2 0.7 -0.4 -0.102
C -1.50806 0.28506 -0.02413 0.5 0.8 0.0 -0.154
C -0.47925 1.13769 -0.05837 0.7 -3.5 0.3 -0.064
C -1.13361 -1.14880 0.11297 1.7 -0.6 -1.1 -0.104
C 1.86861 -0.34632 -0.35393 -0.8 -0.8 1.8 -0.020
C 0.88181 0.55305 0.40594 -1.5 2.1 1.4 -0.191
H -2.52918 0.62464 -0.08076 -0.3 -0.1 -0.2 0.100
H -0.57694 2.13845 -0.21000 -0.2 2.8 -0.3 0.065
H -1.48486 -1.64649 -0.85115 0.7 0.1 1.3 0.113
H -1.58781 -1.64017 0.96770 -0.2 -0.2 0.1 0.080
H 2.82067 -0.35603 0.21646 -0.7 -0.1 -0.6 0.103
H 1.87812 -0.09383 -1.34791 0.9 -0.2 -2.6 0.046
H 1.29725 1.41206 0.94255 0.4 -0.9 0.4 0.128

=====

Entry 4:
87
Properties=species:S:1:pos:R:3:forces:R:3:lowdin_charge:R:1 method="wB97M-V/def2-TZVPD" smiles="COCCCCCCOC=O.COC(=O)OC.COC(=O)OC.COC(=O)OC.COC(=O)OC.COC(=O)OC" lumo_ha=-0.0049 fmax_ha_per_bohr=0.180 gap_ha=0.3486
C 4.20298 2.43111 -0.24099 -0.7 -1.2 -0.3 -0.123
O 4.60684 3.49487 -1.17113 -0.1 0.5 2.2 -0.253
C 4.57105 4.82923 -0.55583 -0.6 1.5 -0.1 -0.227
C 3.32247 5.09420 0.47229 0.2 0.9 0.4 -0.202
C 1.83054 4.86834 -0.16786 -0.2 -0.4 1.0 -0.202
C 0.74975 6.06618 0.25996 -0.2 -1.4 -1.3 -0.184
C -0.51173 5.92057 -0.79985 -0.1 0.0 0.2 -0.177
C -1.77305 5.04523 -0.19210 -0.2 1.2 -1.3 -0.183
O -1.37399 3.67769 0.24721 -4.0 -0.8 -1.5 -0.175
C -2.57156 2.81804 -0.02420 -2.8 -2.6 5.5 -0.122
O -3.26048 2.20961 0.97285 5.1 4.3 -6.5 -0.041
H 4.68940 1.40410 -0.56598 -0.8 2.3 0.4 0.106
H 4.50316 2.60162 0.87694 -0.6 -0.1 -2.1 0.102
H 3.02707 2.29237 -0.38087 2.4 0.3 0.7 0.093
H 5.58253 5.14194 -0.02217 -1.9 -1.0 -0.9 0.130
H 4.43989 5.61615 -1.44416 0.3 -1.9 1.7 0.136
H 3.38367 6.24655 0.77738 0.1 -2.4 -0.7 0.117
H 3.46732 4.49365 1.48679 -0.4 1.2 -2.2 0.115
H 1.86615 4.73418 -1.35014 0.0 0.3 2.6 0.127
H 1.39247 3.88088 0.33929 0.9 2.0 -1.5 0.099
H 1.22926 7.12805 0.14807 -0.9 -2.1 0.4 0.110
H 0.33651 5.83383 1.33392 1.0 0.8 -2.0 0.123
H -0.90800 6.99723 -1.04654 0.5 -2.1 0.5 0.115
H -0.15152 5.44480 -1.83353 -0.8 1.0 2.4 0.122
H -2.54182 4.90384 -1.08465 1.4 0.5 1.9 0.128
H -2.29838 5.60861 0.70340 1.1 -1.3 -1.8 0.149
H -2.98157 2.63265 -1.12844 1.4 0.9 2.1 0.176
C 1.32643 0.88420 6.02097 0.3 0.1 0.5 -0.043
O 0.60727 0.44717 4.86946 -0.1 0.6 -0.9 -0.024
C 0.74405 1.25341 3.78660 0.2 0.5 -0.1 -0.548
O 1.40812 2.27681 3.73373 -0.9 -1.5 0.1 0.112
O 0.01403 0.72384 2.77275 0.6 0.4 1.0 -0.036
C 0.06442 1.47276 1.55995 0.0 0.4 -0.4 -0.046
H 1.14513 0.16597 6.82533 -0.1 0.0 -0.4 0.096
H 2.40197 0.90933 5.81791 -0.2 0.1 0.0 0.102
H 0.97001 1.86582 6.34922 0.2 -0.1 -0.2 0.098
H 1.08944 1.52142 1.17847 -0.1 0.1 0.2 0.089
H -0.34255 2.47800 1.70981 0.3 -0.4 0.1 0.079
H -0.55410 0.95841 0.81922 0.1 -0.1 0.4 0.095
C 0.49926 -2.02775 2.63199 -0.1 0.6 0.1 -0.044
O 0.59975 -3.42792 2.88419 0.9 -0.7 0.6 -0.021
C 1.64511 -3.77913 3.67487 0.2 0.5 0.1 -0.552
O 2.46484 -3.01570 4.16104 -1.2 -1.1 -0.7 0.112
O 1.62050 -5.12682 3.83099 -0.1 0.9 -0.2 -0.014
C 2.67092 -5.64231 4.64659 0.4 -0.2 0.3 -0.053
H -0.37047 -1.86152 1.99040 0.1 -0.3 0.1 0.096
H 0.34819 -1.47707 3.56610 0.2 -0.3 -0.3 0.081
H 1.38872 -1.66523 2.10680 -0.1 -0.1 0.2 0.110
H 2.60670 -5.23623 5.66125 0.1 0.1 -0.2 0.098
H 3.64731 -5.42436 4.20190 -0.2 0.1 0.2 0.099
H 2.55340 -6.72806 4.70268 -0.2 0.3 -0.2 0.093
C -1.37357 -5.08186 0.99970 0.4 0.2 0.5 -0.049
O -2.09273 -5.51889 -0.15181 -0.1 0.6 -1.2 -0.003
C -1.95595 -4.71265 -1.23466 0.1 0.0 0.2 -0.543
O -1.29188 -3.68926 -1.28754 -1.0 -1.4 0.1 0.091
O -2.68597 -5.24222 -2.24851 0.5 0.3 0.9 -0.004
C -2.63558 -4.49330 -3.46131 0.0 0.2 -0.4 -0.046
H -1.55487 -5.80009 1.80406 -0.1 0.0 -0.4 0.100
H -0.29803 -5.05673 0.79664 -0.2 0.2 0.0 0.099
H -1.72999 -4.10024 1.32795 0.2 -0.1 -0.2 0.092
H -1.61056 -4.44464 -3.84280 -0.1 0.1 0.1 0.096
H -3.04255 -3.48806 -3.31145 0.2 -0.1 0.0 0.097
H -3.25410 -5.00765 -4.20205 0.1 -0.1 0.4 0.095
C 4.95518 -3.25517 -4.36588 0.5 -0.2 0.1 -0.054
O 3.64152 -2.78244 -4.65740 -0.7 0.1 0.7 -0.013
C 2.84166 -2.64989 -3.56930 -0.1 0.0 0.5 -0.559
O 3.15472 -2.89559 -2.41485 -0.4 0.4 -1.7 0.107
O 1.63317 -2.19663 -3.98807 1.2 -0.3 0.0 -0.011
C 0.68228 -2.00861 -2.94177 -0.4 -0.1 0.5 -0.053
H 5.50664 -3.32304 -5.30768 -0.4 0.1 0.1 0.093
H 5.48073 -2.55448 -3.70901 -0.2 -0.2 0.0 0.098
H 4.91576 -4.25302 -3.91743 0.0 0.3 0.1 0.098
H 1.03690 -1.25808 -2.22797 0.0 -0.2 0.0 0.098
H 0.47193 -2.95671 -2.43635 0.2 0.4 0.0 0.072
H -0.24627 -1.64480 -3.39036 0.3 -0.1 -0.2 0.095
C -7.12931 -0.83095 -4.31711 -0.2 0.1 -0.5 -0.054
O -6.60487 -1.23008 -3.05227 0.4 0.7 0.7 -0.013
C -6.16061 -0.20414 -2.28325 0.1 0.3 0.1 -0.561
O -6.17853 0.97883 -2.58557 0.0 -1.6 0.4 0.103
O -5.69294 -0.72229 -1.11960 -0.5 0.2 -1.2 -0.008
C -5.18927 0.24945 -0.20509 0.2 0.4 0.3 -0.056
H -7.45453 -1.73041 -4.84713 0.2 0.0 0.4 0.094
H -7.99681 -0.17603 -4.18610 0.3 0.0 0.0 0.099
H -6.35752 -0.33810 -4.91695 -0.2 0.1 0.2 0.098
H -5.97915 0.94755 0.09039 0.2 0.0 -0.2 0.105
H -4.33980 0.78553 -0.64051 -0.4 -0.1 0.1 0.062
H -4.84245 -0.27584 0.68911 -0.1 -0.1 -0.3 0.100

=====

Entry 5:
48
Properties=species:S:1:pos:R:3:forces:R:3:lowdin_charge:R:1 method="wB97M-V/def2-TZVPD" e_above_lowest_kcal_mol=112.0 s_squared=3.752 lumo_ha="0.1204 / 0.1732" fmax_ha_per_bohr=0.095 charge=-4 gap_ha="0.1570 / 0.2098" multiplicity=4
V -0.53787 -0.31113 -0.03761 -0.3 0.1 -0.2 1.669
P -4.04355 -2.79231 -0.49061 0.4 -0.8 0.7 0.285
F -4.34055 -4.20931 -1.36954 -0.5 2.4 0.6 -0.216
F -3.19737 -3.74558 0.55326 0.1 0.7 -0.7 -0.198
F -2.67929 -2.53313 -1.37395 -0.2 -0.1 0.1 -0.206
F -3.64102 -1.47220 0.37473 0.7 0.4 0.4 -0.206
F -4.86330 -1.72567 -1.48432 0.2 -2.3 0.7 -0.195
F -5.29929 -2.99951 0.55294 -0.1 0.1 -1.7 -0.193
C 0.64255 -3.31346 -4.68040 -0.6 -0.1 0.4 -0.654
F 0.61727 -3.93028 -3.48781 -0.6 0.1 -0.4 0.110
F 1.24033 -4.17706 -5.51694 -0.1 0.3 -0.4 0.100
F -0.62938 -3.09576 -5.12930 1.0 -0.4 0.4 0.092
S 1.55798 -1.74861 -4.43479 2.8 2.9 1.9 0.486
O 1.61981 -0.98475 -5.68529 -1.1 -1.2 0.8 -0.351
O 0.87619 -1.09417 -3.28447 -0.5 -0.9 -1.6 -0.379
O 2.89218 -2.18098 -3.99784 -1.1 -0.6 -0.8 -0.358
C 4.38121 3.46434 2.39456 -2.7 -1.3 -1.9 -0.625
F 4.44389 2.35226 3.08574 0.6 -1.3 0.7 0.113
F 3.64118 4.27893 3.21707 1.4 0.6 -1.0 0.073
F 5.63218 3.83294 2.10625 -0.1 1.2 0.9 0.092
S 3.50542 3.02608 0.63701 0.8 -0.8 -0.6 0.514
O 2.45741 2.02197 0.87839 1.0 0.5 0.4 -0.380
O 2.93650 4.28845 0.19139 0.9 -0.1 0.2 -0.366
O 4.70535 2.49085 -0.08612 -2.1 1.2 1.3 -0.391
C -1.53119 3.74273 4.15873 -0.1 -1.7 -1.1 -0.667
F -1.50489 4.31349 5.34062 -0.6 0.9 0.8 0.125
F -2.63908 4.15729 3.45510 1.4 0.3 0.6 0.081
F -0.38021 4.06363 3.55983 -0.6 0.6 -0.5 0.123
S -1.55150 1.89632 4.32833 -0.6 -1.8 2.0 0.441
O -1.12361 1.36280 3.06530 0.4 0.0 -1.7 -0.350
O -0.58959 1.69076 5.40429 -0.3 0.5 -0.4 -0.347
O -2.91606 1.49902 4.67618 0.5 1.0 -0.2 -0.358
C -2.42701 2.09705 -4.58867 0.4 -1.8 3.1 -0.683
F -3.51533 2.48311 -5.16259 -1.8 1.3 -1.6 0.139
F -2.64033 0.77610 -4.31296 0.1 0.2 0.4 0.078
F -1.41338 2.09356 -5.40927 0.9 0.9 -0.8 0.155
S -2.20556 3.09222 -2.92401 2.8 0.8 0.6 0.439
O -1.05971 3.97317 -3.13438 -0.4 -1.0 -0.7 -0.349
O -3.38443 3.82295 -2.63042 -2.4 0.7 -0.8 -0.329
O -2.00866 2.07262 -1.91247 0.8 -1.7 0.3 -0.374
C 3.18981 -3.21519 3.33174 -3.9 1.2 -2.7 -0.635
F 3.97157 -4.15560 3.68011 2.3 -1.5 0.8 0.163
F 2.75922 -2.55368 4.42156 1.0 0.4 -0.6 0.109
F 3.79491 -2.38257 2.37988 -0.6 -1.1 2.2 0.070
S 1.58530 -3.97781 2.48438 -2.1 -1.4 -0.6 0.491
O 2.00609 -5.12946 1.65425 0.5 1.5 1.4 -0.376
O 0.55021 -4.32543 3.48219 2.2 0.1 -0.1 -0.372
O 1.11571 -2.83910 1.71981 0.3 1.2 -0.9 -0.391